Arrangement a

Entry from the OMol25 dataset: 2 unconnected molecules or ions with the total composition C2H3NO2 (ωB97M-V/def2-TZVPD).

CARTESIAN COORDINATES (ANGSTROEM)
H  1.17740  -0.87465  0.92572
N  -0.16852  0.69537  -0.31842
H  1.62628  1.89027  -0.27669
O  -2.19526  -0.56023  -0.89737
H  1.65335  -1.37408  1.03422
C  0.52708  1.67500  -0.25754
O  -1.70938  -1.15127  0.28704
C  -0.91095  -0.30041  -0.49695

Summary:
- HOMO-LUMO gap (alpha / beta): 7.99 / 7.99 eV
- Molecular weight: 73.1 g/mol
- Lowest unoccupied orbital energy (alpha / beta): -0.014 / -0.014 hartree
- Total charge: 0
- Highest occupied orbital energy (alpha / beta): -8.37 / -8.37 eV

***

Arrangement b

Entry from the OMol25 dataset: a single C2H3NO2 molecule (ωB97M-V/def2-TZVPD).

CARTESIAN COORDINATES (ANGSTROEM)
N  -0.31563  -0.44513  -1.11140
C  -1.27458  0.10601  -1.65110
H  1.63720  -0.92809  0.46386
H  -1.29561  0.07766  -2.73125
O  -0.36201  -0.18373  0.29314
C  0.87734  -0.15617  0.84617
H  -2.01066  0.76114  -1.14861
O  1.14476  0.62199  1.71003

Summary:
- HOMO-LUMO gap: 11.85 eV
- Molecular weight: 73.1 g/mol
- SMILES string: C=NOC=O
- Lowest unoccupied orbital energy: 0.037 hartree
- Total charge: 0
- Highest occupied orbital energy: -10.83 eV

***

Pick arrangement b: it beats the second-best structure by 152.9 kcal/mol.

***

Arrangement a

Entry from the OMol25 dataset: a single C2H5N3S molecule (ωB97M-V/def2-TZVPD).

CARTESIAN COORDINATES (ANGSTROEM)
S  3.01287  -0.39950  -0.06730
H  2.13985  1.83490  -0.05087
C  1.86412  0.75393  -0.01351
C  -1.36939  -0.69561  -0.03497
H  0.57395  -1.47318  0.38430
N  -1.98192  0.39720  -0.10807
H  -1.88043  -1.70236  0.04017
N  0.07587  -0.73847  -0.26254
H  -0.11632  1.27597  -0.07166
N  0.57995  0.52904  -0.12476
H  -2.89854  0.21807  0.30921

Summary:
- HOMO-LUMO gap: 9.08 eV
- Molecular weight: 103.2 g/mol
- SMILES string: [H]/N=C/NNC=S
- Lowest unoccupied orbital energy: 0.026 hartree
- Total charge: 0
- Highest occupied orbital energy: -8.38 eV

***

Arrangement b

Entry from the OMol25 dataset: a single C2H5N3S molecule (ωB97M-V/def2-TZVPD).

CARTESIAN COORDINATES (ANGSTROEM)
S  2.74339  0.59239  0.21417
N  -0.14550  1.57341  -0.36440
H  0.06673  -1.53056  -0.68255
H  -1.71098  -0.88105  0.90681
N  -1.74503  -0.06334  0.32111
N  0.43523  -0.71207  -0.27391
C  -0.50449  0.38101  -0.10284
C  1.81687  -0.66161  -0.14886
H  -0.90347  2.26340  -0.36324
H  2.21151  -1.63514  -0.28599
H  -2.26426  0.67355  0.77970

Summary:
- HOMO-LUMO gap: 8.72 eV
- Molecular weight: 103.2 g/mol
- SMILES string: [H]/N=C(\N)NC=S
- Lowest unoccupied orbital energy: 0.023 hartree
- Total charge: 0
- Highest occupied orbital energy: -8.10 eV

***

Pick arrangement b: it beats the second-best structure by 27.6 kcal/mol.

***

Arrangement a

Entry from the OMol25 dataset: a single C6H16N2 molecule (ωB97M-V/def2-TZVPD).

CARTESIAN COORDINATES (ANGSTROEM)
H  -2.91707  -3.03937  -0.98163
C  -0.46850  -0.31882  0.67801
C  -1.24728  -1.76679  -1.19853
N  -0.69200  -1.73837  0.16788
H  0.15947  -2.13212  0.06583
H  -1.15498  -0.78576  -1.69289
H  1.35983  2.76243  -1.11902
H  -0.81126  -0.29616  1.80831
H  2.17447  3.29371  0.80650
C  0.86733  1.84183  -0.94959
H  3.03038  1.82723  0.78533
C  -2.76462  -1.98640  -0.91424
H  1.62631  -0.51263  -0.04778
H  1.41000  0.94611  -1.70736
H  -3.39748  -1.40275  -1.57176
H  -0.20757  2.06797  -1.32468
H  1.30767  -0.21544  1.87792
H  2.03035  2.41398  2.24248
H  -2.97455  -1.87953  0.10606
C  2.18406  2.25504  1.17442
N  1.03803  1.55662  0.56224
C  1.08402  0.03581  0.75340
H  -1.20853  0.26377  0.29465
H  -0.77932  -2.40325  -1.91357

Summary:
- HOMO-LUMO gap: 9.43 eV
- Molecular weight: 116.2 g/mol
- SMILES string: CCNCCN(C)C
- Lowest unoccupied orbital energy: 0.037 hartree
- Total charge: 0
- Highest occupied orbital energy: -8.42 eV

***

Arrangement b

Entry from the OMol25 dataset: 3 unconnected molecules or ions with the total composition C6H16N2 (ωB97M-V/def2-TZVPD).

CARTESIAN COORDINATES (ANGSTROEM)
H  -3.49678  -1.30386  -0.06398
C  0.09410  0.40207  0.12374
N  0.93750  -0.62792  0.09152
H  -1.03433  -2.02474  -0.13905
H  -0.41033  -1.59379  2.23892
H  -1.73086  -0.42109  2.38845
C  -1.40515  -1.33098  1.87947
H  -1.26243  1.62279  -0.99947
H  2.88975  0.18583  1.01104
C  3.21391  0.98575  -0.82847
H  4.15297  1.50119  -0.57240
H  1.11413  -0.90735  -0.87677
N  2.39615  0.77831  0.34523
C  -2.66374  -0.60256  -0.21636
H  0.41005  2.15163  -1.03672
H  2.68639  1.63775  -1.53283
C  -0.23163  1.27122  -1.05539
C  -1.40519  -1.15120  0.39040
H  -0.10324  0.73569  -1.99668
H  -2.95171  0.34528  0.24304
H  -0.03679  0.87395  1.09524
H  3.50098  0.06984  -1.37213
H  -2.09073  -2.13567  2.17746
H  -2.57301  -0.46215  -1.29427

Summary:
- HOMO-LUMO gap (alpha / beta): 8.07 / 8.36 eV
- Molecular weight: 116.2 g/mol
- Lowest unoccupied orbital energy (alpha / beta): 0.037 / 0.033 hartree
- Total charge: 0
- Highest occupied orbital energy (alpha / beta): -7.07 / -7.47 eV

***

Arrangement c

Entry from the OMol25 dataset: a single C6H16N2 molecule (ωB97M-V/def2-TZVPD).

CARTESIAN COORDINATES (ANGSTROEM)
H  -0.13596  -1.95736  -1.38859
H  0.25606  0.25037  2.57455
H  3.26845  -0.86594  -2.07604
H  -1.38706  -0.80709  -1.64702
C  1.58055  0.29642  -1.96914
H  1.16205  1.37912  -0.09560
C  -0.44325  0.96075  2.13255
H  -0.19613  1.46835  -1.26587
H  1.06206  -0.31456  -2.71221
C  -1.18823  0.31089  0.97428
C  -0.09223  -0.36783  -0.12789
H  0.10704  1.84638  1.81954
H  -1.13638  1.26955  2.91725
C  -2.12892  -0.76914  1.49036
H  -1.56537  -1.53345  2.02528
N  2.63340  -0.50230  -1.37346
H  1.93775  1.19619  -2.49626
N  -0.77135  -1.27743  -0.99466
H  -1.79146  1.07090  0.46545
H  -2.88238  -0.35682  2.16390
H  -2.65425  -1.23725  0.66076
C  0.53926  0.81973  -0.78920
H  0.64938  -0.93688  0.43698
H  3.17695  0.05739  -0.72497

Summary:
- HOMO-LUMO gap: 9.74 eV
- Molecular weight: 116.2 g/mol
- SMILES string: CC(C)[C@@H](N)CCN
- Lowest unoccupied orbital energy: 0.040 hartree
- Total charge: 0
- Highest occupied orbital energy: -8.66 eV

***

Pick arrangement c: it beats the second-best structure by 76.1 kcal/mol.

***

Arrangement a

Entry from the OMol25 dataset: 2 unconnected molecules or ions with the total composition C6H16N2 (ωB97M-V/def2-TZVPD).

CARTESIAN COORDINATES (ANGSTROEM)
C  0.06173  -0.39704  -0.65592
N  -1.12944  -1.13023  1.47354
C  1.00745  1.72430  1.55250
H  1.32869  -1.90925  -1.52292
H  2.79207  0.82593  0.79861
C  -0.34825  0.15178  -2.01719
H  -1.18800  -0.41065  -2.43171
C  0.56378  -1.83257  -0.75008
C  -0.89451  -0.10901  0.46047
H  0.99430  -2.18127  0.18849
H  1.16074  1.34947  2.55733
H  -0.25956  0.75807  1.10569
H  -2.65321  -0.04213  -0.57939
H  -0.28736  -1.33147  1.99977
H  0.48223  0.07856  -2.72027
H  -0.64753  1.19474  -1.94119
H  0.45789  2.65677  1.52337
H  1.02640  0.26564  -0.33750
H  -1.44999  -1.99799  1.05304
H  2.09059  2.14705  -0.23493
N  -2.11301  0.53572  0.05522
C  1.93560  1.44978  0.57783
H  -2.68707  0.72253  0.86830
H  -0.24354  -2.51873  -1.02305

Summary:
- HOMO-LUMO gap: 9.29 eV
- Molecular weight: 116.2 g/mol
- SMILES string: CC(C)C(N)N.C=C
- Lowest unoccupied orbital energy: 0.034 hartree
- Total charge: 0
- Highest occupied orbital energy: -8.36 eV

***

Arrangement b

Entry from the OMol25 dataset: 3 unconnected molecules or ions with the total composition C6H16N2 (ωB97M-V/def2-TZVPD).

CARTESIAN COORDINATES (ANGSTROEM)
H  0.05317  -1.87856  1.74691
H  1.23032  1.07760  -1.34944
H  4.03516  -0.21514  0.67911
H  3.06214  -1.62614  0.23756
H  2.30574  -0.14974  -1.61329
H  -2.99861  2.53465  -0.82622
H  -2.17132  -0.84998  1.62352
C  -0.36576  -1.61029  0.78538
H  -0.86555  1.53728  0.32280
H  0.00162  -2.23657  -0.01883
N  -0.73079  0.81719  -1.54968
H  -1.29570  0.47570  -2.32777
H  1.83680  1.08175  0.98239
N  2.10804  0.63979  -1.00586
H  -2.29518  -1.44001  -0.09863
C  -1.65661  -1.15295  0.72209
C  3.06522  -0.69652  0.80785
C  -1.42915  1.13507  -0.51788
H  2.93356  -0.94364  1.86066
C  1.95246  0.21279  0.33108
H  -3.33536  1.38091  0.45514
H  0.88052  -0.45469  0.52576
H  -3.43152  0.87067  -1.24169
C  -2.88921  1.49085  -0.53095

Summary:
- HOMO-LUMO gap: 8.38 eV
- Molecular weight: 116.2 g/mol
- SMILES string: [H]/N=C\C.C=C.CCN
- Lowest unoccupied orbital energy: 0.027 hartree
- Total charge: 0
- Highest occupied orbital energy: -7.65 eV

***

Arrangement c

Entry from the OMol25 dataset: a single C6H16N2 molecule (ωB97M-V/def2-TZVPD).

CARTESIAN COORDINATES (ANGSTROEM)
C  -2.18122  1.00675  -2.01742
H  -3.99250  1.92136  -1.27426
C  1.74294  0.06734  1.83898
H  -0.43582  0.71554  0.44709
H  2.65661  -0.99905  0.12051
H  -1.97223  0.81818  -3.07292
H  2.15870  0.98246  2.26965
C  0.60996  -0.67143  -0.31468
H  -4.04892  1.22304  -2.84141
N  -3.60758  1.25220  -1.91379
H  2.22122  0.73718  -0.20461
H  0.70040  -1.17311  -1.27320
H  2.21806  -2.10585  2.29227
H  -1.32557  -0.94414  -1.76731
N  -0.35435  0.44677  -0.52710
C  1.91214  -0.20154  0.30864
C  -1.60832  -0.07013  -1.08412
H  0.12520  -1.47672  0.27833
H  2.37723  -0.99853  3.69468
H  0.73680  0.09029  2.21904
C  2.45428  -1.08836  2.59648
H  -1.60624  1.93764  -1.84968
H  -2.33024  -0.42303  -0.33484
H  3.54944  -1.04686  2.40966

Summary:
- HOMO-LUMO gap: 9.91 eV
- Molecular weight: 116.2 g/mol
- SMILES string: CCCCNCCN
- Lowest unoccupied orbital energy: 0.043 hartree
- Total charge: 0
- Highest occupied orbital energy: -8.74 eV

***

Pick arrangement c: it beats the second-best structure by 27.1 kcal/mol.

***

Arrangement a

Entry from the OMol25 dataset: a single C6H16N2 molecule (ωB97M-V/def2-TZVPD).

CARTESIAN COORDINATES (ANGSTROEM)
H  0.14497  -2.41740  -2.18930
C  -0.04884  -1.38668  -1.86580
H  1.27358  0.29599  -0.16873
H  2.15017  3.04474  1.40202
C  0.66214  -2.26533  0.37051
H  -2.82472  -0.20031  0.12890
H  1.43413  -1.50354  0.33884
H  0.93038  -3.10784  -0.27655
C  0.31339  0.83983  -0.15091
C  -0.51396  -1.47988  -0.42112
H  -0.37609  2.52491  0.82160
H  -2.14558  1.30790  0.61096
C  0.54246  1.92176  0.91347
N  -0.62218  -0.19759  0.32271
H  1.48994  3.46931  -0.07705
C  -1.96158  0.22467  0.66937
H  -2.18467  -0.05882  1.69662
H  0.98994  -1.10124  -1.97430
H  -0.75356  -0.87739  -2.52390
H  0.71349  1.54584  1.93151
N  1.71921  2.71549  0.55408
H  0.14231  1.33360  -1.11280
H  -1.45796  -2.02985  -0.37512
H  0.38302  -2.59817  1.37500

Summary:
- HOMO-LUMO gap: 9.02 eV
- Molecular weight: 116.2 g/mol
- SMILES string: CC(C)N(C)CCN
- Lowest unoccupied orbital energy: 0.039 hartree
- Total charge: 0
- Highest occupied orbital energy: -7.97 eV

***

Arrangement b

Entry from the OMol25 dataset: 2 unconnected molecules or ions with the total composition C6H16N2 (ωB97M-V/def2-TZVPD).

CARTESIAN COORDINATES (ANGSTROEM)
C  -1.67952  0.43593  -0.87689
H  0.39712  0.12821  2.59166
N  -1.38898  0.85081  -2.22478
C  1.23502  -0.23673  2.00182
H  -2.79989  -1.55759  0.62425
H  -1.14016  -1.60986  -1.30752
H  0.22143  2.12819  1.21997
H  0.97775  2.18422  -0.43551
C  1.21483  0.34045  0.60666
H  -1.36972  -2.25746  1.04936
H  -0.05454  -0.66054  -0.13177
H  -0.89549  1.16310  -0.21073
N  -1.80672  -1.39620  0.74479
C  2.32941  -0.14078  -0.29212
C  -1.19687  -0.89659  -0.47159
H  2.15553  0.03037  2.52351
C  0.63347  1.57168  0.38871
H  -2.69997  0.65864  -0.55035
H  1.15097  -1.32437  1.96070
H  -2.13197  1.25107  -2.78708
H  3.31056  0.09179  0.13711
H  2.28315  -1.22384  -0.41187
H  -1.01007  0.16035  -2.86520
H  2.26466  0.30917  -1.28316

Summary:
- HOMO-LUMO gap: 8.80 eV
- Molecular weight: 116.2 g/mol
- SMILES string: C=C(C)C.NCCN
- Lowest unoccupied orbital energy: 0.037 hartree
- Total charge: 0
- Highest occupied orbital energy: -7.79 eV

***

Pick arrangement a: it beats the second-best structure by 24.8 kcal/mol.

***

Arrangement a

Entry from the OMol25 dataset: a gas-phase ion, C5H7N2 (charge +1) (ωB97M-V/def2-TZVPD).

CARTESIAN COORDINATES (ANGSTROEM)
N  1.24189  1.34044  -1.43430
H  1.48672  1.20000  -2.44613
C  -0.02190  1.31976  -1.00920
H  1.92568  0.95569  -0.92387
H  -0.07519  2.09590  -0.16373
H  1.06365  -0.67838  2.23266
C  -3.03726  -1.05979  0.10380
H  -0.75235  1.49921  -1.86716
C  -1.85199  -0.63449  0.03745
C  -0.45328  -0.70327  0.69060
H  -0.26179  -2.07083  2.31622
H  0.90899  -2.03934  1.09121
N  -0.53397  0.09358  -0.26998
C  0.36082  -1.31848  1.64244

Summary:
- HOMO-LUMO gap: 8.86 eV
- Molecular weight: 95.1 g/mol
- Lowest unoccupied orbital energy: -0.216 hartree
- Total charge: +1
- Highest occupied orbital energy: -14.73 eV

***

Arrangement b

Entry from the OMol25 dataset: a gas-phase ion, C5H7N2 (charge +1) (ωB97M-V/def2-TZVPD).

CARTESIAN COORDINATES (ANGSTROEM)
C  -0.32143  -0.37466  0.19406
H  -0.67656  2.43074  1.87114
C  -1.02283  0.60638  0.96486
C  0.91656  0.16537  0.07390
H  -1.21431  -2.29519  0.02013
H  -2.11960  0.56402  1.27952
H  3.03086  0.93325  0.16585
H  -0.52169  -1.68622  -1.50574
H  1.90399  1.62122  -1.14798
C  1.98463  1.10789  -0.25262
H  -1.99635  -1.00585  -0.78731
N  -0.27341  1.66995  1.20610
N  1.01251  1.39066  0.79904
C  -0.99903  -1.46386  -0.58465

Summary:
- HOMO-LUMO gap: 10.41 eV
- Molecular weight: 95.1 g/mol
- SMILES string: Cc1c[nH][n+]2c1C2
- Lowest unoccupied orbital energy: -0.164 hartree
- Total charge: +1
- Highest occupied orbital energy: -14.86 eV

***

Pick arrangement b: it beats the second-best structure by 91.4 kcal/mol.